Record 1
Below is a cluster of 2 separate species, CCl2F3PS2 in total in a non-equilibrium geometry, with properties calculated with the ωB97M-V functional and the def2-TZVPD basis.

Results
energy relative to the best compared isomer or geometry (same formula, charge and spin) = 386.8 kJ/mol
lowest unoccupied orbital energy (spin up / spin down) = -2.575 / -4.335 eV

Structure (ORCA input):
```
! RIJCOSX wB97M-V def2-TZVPD def2/J DEFGRID3
* xyz 0 1
C 2.07 0.24 -0.36
F 1.57 1.37 -0.82
F 3.20 -0.13 -0.83
F 2.02 0.28 0.96
P -1.76 -0.36 0.23
S -0.74 0.92 1.58
S -0.45 -1.60 -0.89
Cl -2.82 0.69 -1.17
Cl -3.09 -1.40 1.31
*
```

Record 2
Below is a cluster of 2 separate species, C2H9NOS in total in a non-equilibrium geometry, with properties calculated with the ωB97M-V functional and the def2-TZVPD basis.

Results
energy relative to the best compared isomer or geometry (same formula, charge and spin) = 134.9 kJ/mol
lowest unoccupied orbital energy = 1.015 eV
SMILES = NCO.CS

Structure (ORCA input):
```
! RIJCOSX wB97M-V def2-TZVPD def2/J DEFGRID3
* xyz 0 1
N 1.66 -2.22 -1.35
C 1.79 -3.26 -2.40
O 2.03 -2.49 -3.66
H 2.44 -1.67 -1.41
H 0.83 -1.76 -1.20
H 2.74 -3.68 -2.33
H 0.98 -4.02 -2.25
H 1.44 -2.77 -4.35
C -2.39 3.23 3.41
S -2.39 4.40 2.02
H -1.46 2.93 3.94
H -3.14 3.55 4.05
H -2.72 2.25 2.89
H -1.82 5.52 2.66
*
```

Record 3
Below is a cluster of 13 separate species, C66H139N13O14 in total in a non-equilibrium geometry, with properties calculated with the ωB97M-V functional and the def2-TZVPD basis.

Results
lowest unoccupied orbital energy = 0.563 eV

Structure (ORCA input):
```
! RIJCOSX wB97M-V def2-TZVPD def2/J DEFGRID3
* xyz 0 1
C 11.08 -30.46 -6.32
C 11.76 -30.90 -5.01
C 10.70 -31.17 -3.91
C 9.53 -32.02 -4.25
N 8.65 -32.72 -4.48
H 10.60 -29.48 -6.24
H 10.23 -31.11 -6.54
H 11.82 -30.34 -7.11
H 12.41 -30.06 -4.76
H 12.36 -31.80 -5.14
H 10.18 -30.26 -3.62
H 11.18 -31.63 -3.05
C 5.19 -32.01 -3.23
C 5.68 -31.29 -2.00
C 5.81 -29.73 -2.02
C 7.07 -29.24 -2.50
N 8.05 -28.76 -2.93
H 4.70 -32.95 -3.01
H 6.04 -32.33 -3.84
H 4.64 -31.38 -3.94
H 6.65 -31.73 -1.79
H 5.08 -31.56 -1.13
H 5.54 -29.34 -1.04
H 5.09 -29.22 -2.66
C 16.15 -25.08 -15.54
O 15.23 -25.15 -14.45
C 14.89 -26.46 -13.97
C 14.12 -26.39 -12.62
N 13.88 -27.75 -12.05
C 13.26 -27.56 -10.71
C 12.83 -28.98 -10.18
O 12.02 -29.71 -11.04
C 10.70 -29.24 -11.13
H 15.68 -25.21 -16.52
H 16.92 -25.84 -15.42
H 16.55 -24.07 -15.61
H 15.79 -26.99 -13.69
H 14.31 -27.00 -14.72
H 13.18 -25.90 -12.89
H 14.60 -25.65 -11.98
H 13.22 -28.30 -12.59
H 12.40 -26.89 -10.74
H 13.93 -27.02 -10.04
H 12.32 -28.90 -9.22
H 13.73 -29.54 -9.95
H 10.64 -28.26 -11.61
H 10.20 -29.12 -10.17
H 10.01 -29.85 -11.71
C 0.21 -22.87 -17.93
O -0.15 -22.58 -16.58
C 0.86 -21.94 -15.79
C 0.39 -21.80 -14.25
N 0.27 -23.14 -13.63
C -0.38 -23.09 -12.36
C -0.02 -24.41 -11.56
O -0.67 -25.50 -12.15
C -0.16 -26.77 -11.67
H -0.37 -23.62 -18.47
H 1.27 -23.01 -18.12
H -0.04 -21.92 -18.41
H 1.03 -20.94 -16.19
H 1.82 -22.46 -15.88
H -0.60 -21.35 -14.22
H 1.02 -21.04 -13.79
H -0.15 -23.85 -14.21
H -1.45 -23.19 -12.57
H -0.21 -22.14 -11.84
H -0.42 -24.22 -10.56
H 1.07 -24.48 -11.54
H 0.92 -26.71 -11.86
H -0.54 -27.70 -12.10
H -0.32 -26.84 -10.60
C 2.58 -27.36 -8.88
O 3.64 -27.58 -9.84
C 4.19 -26.39 -10.42
C 5.23 -25.81 -9.41
N 6.16 -26.88 -9.01
C 7.08 -26.49 -7.97
C 7.88 -27.62 -7.41
O 6.96 -28.59 -6.97
C 7.62 -29.76 -6.47
H 1.79 -26.70 -9.26
H 2.84 -27.08 -7.86
H 2.03 -28.29 -8.74
H 3.52 -25.55 -10.62
H 4.63 -26.66 -11.38
H 4.76 -25.36 -8.54
H 5.73 -24.95 -9.84
H 5.67 -27.70 -8.66
H 6.55 -26.07 -7.12
H 7.73 -25.72 -8.39
H 8.54 -27.20 -6.65
H 8.38 -28.00 -8.30
H 6.91 -30.57 -6.28
H 8.29 -29.66 -5.61
H 8.32 -30.11 -7.23
C 2.53 -23.11 -9.03
O 2.11 -22.36 -10.18
C 2.73 -21.09 -10.34
C 2.34 -19.97 -9.40
N 0.92 -19.57 -9.57
C 0.72 -18.72 -10.74
C -0.80 -18.63 -11.13
O -1.06 -19.94 -11.58
C -2.41 -20.27 -12.02
H 2.48 -22.61 -8.06
H 3.58 -23.38 -9.11
H 1.91 -24.00 -8.95
H 2.66 -20.69 -11.35
H 3.81 -21.25 -10.28
H 3.01 -19.12 -9.45
H 2.48 -20.34 -8.39
H 0.44 -20.45 -9.72
H 1.28 -19.05 -11.62
H 0.99 -17.68 -10.60
H -0.90 -17.88 -11.91
H -1.47 -18.42 -10.29
H -2.45 -19.82 -13.02
H -3.18 -19.86 -11.37
H -2.58 -21.33 -12.18
C 7.02 -22.15 -10.37
O 6.60 -22.74 -9.12
C 6.30 -21.86 -8.09
C 6.17 -22.66 -6.70
N 7.24 -23.60 -6.31
C 8.38 -22.93 -5.69
C 9.59 -23.91 -5.52
O 10.06 -24.27 -6.76
C 11.24 -25.04 -6.77
H 8.01 -21.69 -10.34
H 6.37 -21.36 -10.76
H 7.12 -22.89 -11.16
H 5.40 -21.30 -8.34
H 7.06 -21.08 -8.07
H 5.35 -23.35 -6.92
H 5.76 -22.01 -5.93
H 7.63 -23.98 -7.16
H 8.06 -22.71 -4.67
H 8.65 -22.03 -6.25
H 9.26 -24.73 -4.88
H 10.39 -23.34 -5.04
H 11.65 -25.31 -7.74
H 10.92 -26.00 -6.38
H 12.07 -24.66 -6.17
C 3.23 -25.31 -5.38
O 1.93 -25.09 -4.82
C 2.06 -25.18 -3.34
C 0.64 -24.91 -2.70
N -0.11 -26.15 -2.64
C -1.53 -25.97 -2.29
C -2.29 -27.29 -2.11
O -2.63 -27.86 -3.31
C -2.98 -29.23 -3.28
H 3.99 -24.61 -5.06
H 3.18 -25.24 -6.47
H 3.68 -26.27 -5.15
H 2.79 -24.46 -2.95
H 2.29 -26.22 -3.15
H 0.09 -24.24 -3.36
H 0.85 -24.58 -1.68
H -0.06 -26.60 -3.55
H -2.06 -25.47 -3.10
H -1.64 -25.36 -1.39
H -3.17 -27.11 -1.49
H -1.68 -27.98 -1.54
H -3.88 -29.47 -2.71
H -2.18 -29.89 -2.96
H -3.19 -29.56 -4.30
C 3.83 -29.35 -6.35
O 3.40 -28.61 -5.25
C 2.33 -29.16 -4.53
C 0.89 -29.09 -5.25
N 0.43 -27.69 -5.19
C -0.84 -27.55 -5.95
C -0.56 -27.15 -7.45
O 0.17 -25.90 -7.56
C -0.33 -24.72 -7.00
H 3.01 -29.53 -7.05
H 4.21 -30.34 -6.10
H 4.53 -28.81 -6.99
H 2.25 -28.53 -3.64
H 2.60 -30.16 -4.19
H 0.34 -29.85 -4.69
H 0.92 -29.51 -6.25
H 1.14 -27.13 -5.64
H -1.43 -26.80 -5.41
H -1.31 -28.54 -5.97
H -1.48 -27.12 -8.02
H 0.08 -27.93 -7.86
H -1.37 -24.57 -7.29
H 0.35 -23.91 -7.25
H -0.27 -24.76 -5.91
N 7.60 -27.14 -11.50
C 8.37 -26.23 -12.18
C 8.53 -26.63 -13.47
C 7.96 -27.93 -13.61
C 7.44 -28.22 -12.39
H 7.16 -27.05 -10.59
H 8.59 -25.27 -11.75
H 9.05 -26.04 -14.21
H 7.95 -28.65 -14.42
H 7.00 -29.10 -11.94
N 4.22 -30.22 -10.38
C 5.48 -30.51 -9.95
C 5.81 -31.76 -10.48
C 4.72 -32.12 -11.26
C 3.77 -31.20 -11.23
H 3.67 -29.39 -10.20
H 6.02 -29.88 -9.26
H 6.73 -32.32 -10.38
H 4.63 -33.04 -11.82
H 2.84 -31.05 -11.76
N 6.48 -24.88 -3.73
C 6.41 -24.00 -2.64
C 5.89 -24.67 -1.53
C 5.56 -25.98 -2.00
C 5.97 -26.12 -3.32
H 6.89 -24.68 -4.63
H 6.85 -23.02 -2.76
H 5.61 -24.30 -0.56
H 5.17 -26.80 -1.42
H 5.83 -26.93 -4.02
N 3.06 -23.51 -13.45
C 4.09 -22.64 -13.35
C 5.24 -23.37 -13.38
C 4.91 -24.72 -13.56
C 3.54 -24.73 -13.84
H 2.07 -23.38 -13.34
H 3.95 -21.59 -13.14
H 6.17 -22.87 -13.15
H 5.61 -25.53 -13.70
H 2.74 -25.41 -14.06
*
```

Record 4
Below is a cluster of 5 separate species, C24H63N5O7 in total in a non-equilibrium geometry, with properties calculated with the ωB97M-V functional and the def2-TZVPD basis.

Results
energy relative to the best compared isomer or geometry (same formula, charge and spin) = 135.1 kJ/mol
lowest unoccupied orbital energy = 0.401 eV
SMILES = COC[C@H](C)N.COC[C@H](C)N.COC[C@H](C)N.COCCNCCOC.COCCNCCOC

Structure (ORCA input):
```
! RIJCOSX wB97M-V def2-TZVPD def2/J DEFGRID3
* xyz 0 1
C -1.18 -0.68 0.25
O -1.52 -0.04 1.45
C -0.81 -0.51 2.60
C -1.18 0.30 3.82
C -0.68 1.75 3.77
N -0.63 -0.40 4.97
H -1.93 -0.36 -0.47
H -1.22 -1.77 0.37
H -0.20 -0.45 -0.17
H -1.15 -1.54 2.73
H 0.26 -0.33 2.43
H -2.27 0.32 3.93
H -0.83 2.19 2.78
H 0.40 1.81 3.91
H -1.19 2.37 4.51
H 0.36 -0.54 4.82
H -0.75 0.05 5.87
C 0.53 -0.64 9.11
O 1.48 -0.83 8.09
C 2.12 0.33 7.58
C 3.14 0.92 8.57
C 3.61 2.32 8.37
N 4.26 -0.02 8.73
H -0.14 0.22 9.09
H 1.07 -0.67 10.06
H -0.14 -1.51 9.13
H 2.55 -0.01 6.64
H 1.34 1.08 7.38
H 2.54 0.92 9.49
H 4.33 2.65 9.11
H 2.71 2.94 8.52
H 3.96 2.54 7.36
H 4.94 0.12 7.99
H 3.86 -0.95 8.67
C -5.97 1.26 -1.82
O -5.11 0.55 -2.68
C -4.61 -0.66 -2.16
C -3.72 -1.34 -3.17
C -4.40 -1.61 -4.51
N -3.11 -2.63 -2.70
H -6.78 1.76 -2.35
H -5.33 1.94 -1.24
H -6.42 0.60 -1.07
H -4.14 -0.62 -1.17
H -5.49 -1.31 -1.97
H -2.94 -0.57 -3.30
H -4.92 -0.70 -4.86
H -5.25 -2.29 -4.52
H -3.76 -1.77 -5.38
H -3.23 -3.27 -3.48
H -2.11 -2.47 -2.87
C 3.65 -4.78 -6.48
O 3.00 -4.34 -5.31
C 3.64 -4.61 -4.09
C 2.94 -3.80 -3.02
N 3.65 -3.99 -1.76
C 3.00 -3.31 -0.64
C 3.19 -1.80 -0.69
O 2.79 -1.33 0.58
C 2.69 0.08 0.66
H 3.79 -5.86 -6.46
H 4.66 -4.36 -6.54
H 3.08 -4.46 -7.35
H 4.68 -4.27 -4.14
H 3.64 -5.69 -3.90
H 1.89 -4.08 -2.87
H 2.88 -2.75 -3.32
H 3.79 -4.96 -1.51
H 3.27 -3.64 0.36
H 1.92 -3.53 -0.69
H 2.57 -1.34 -1.46
H 4.26 -1.62 -0.86
H 2.72 0.36 1.72
H 1.71 0.50 0.44
H 3.57 0.53 0.21
C -2.92 2.91 0.34
O -2.85 3.55 -0.92
C -2.11 2.83 -1.88
C -2.35 3.56 -3.23
N -1.28 4.49 -3.56
C -0.07 3.98 -4.18
C -0.31 3.10 -5.40
O 0.96 2.53 -5.76
C 0.95 2.13 -7.11
H -3.06 1.83 0.32
H -3.76 3.34 0.88
H -2.08 3.31 0.92
H -2.48 1.81 -2.04
H -1.06 2.72 -1.60
H -3.27 4.13 -3.10
H -2.52 2.85 -4.04
H -1.20 5.31 -3.00
H 0.52 3.44 -3.43
H 0.53 4.82 -4.54
H -0.83 3.72 -6.14
H -0.92 2.22 -5.20
H 1.73 1.38 -7.25
H 1.04 2.98 -7.78
H 0.02 1.61 -7.39
*
```